ORCA calculation (ωB97M-V/def2-TZVPD) on 3 unconnected molecules or ions with the total composition C12H20Cl2N2O3 at a distorted geometry.

CARTESIAN COORDINATES (ANGSTROEM)
1 C -4.369 3.157 5.539
2 C -3.900 1.766 6.339
3 Cl -2.107 2.002 6.753
4 C -4.080 0.542 5.262
5 O -3.100 -0.563 5.423
6 C -2.938 -1.067 4.019
7 O -3.921 -1.807 3.475
8 O -1.703 -0.653 3.327
9 Cl -2.099 0.190 1.922
10 H -3.425 3.512 4.902
11 H -4.733 3.963 6.306
12 H -5.252 2.801 4.820
13 H -4.593 1.638 7.280
14 H -5.178 0.112 5.363
15 H -3.868 0.992 4.180
16 C 1.934 -1.842 -1.736
17 C 2.424 -1.971 -0.298
18 C 1.347 -1.619 0.731
19 C 0.904 -0.179 0.538
20 N 0.536 1.017 0.377
21 H 1.650 -0.813 -1.976
22 H 2.726 -2.131 -2.435
23 H 1.069 -2.490 -1.916
24 H 3.297 -1.321 -0.160
25 H 2.759 -3.000 -0.127
26 H 1.743 -1.741 1.745
27 H 0.481 -2.281 0.623
28 C 3.779 -0.369 -6.782
29 C 2.925 0.812 -6.333
30 C 2.454 0.688 -4.882
31 C 1.605 -0.563 -4.723
32 N 0.901 -1.601 -4.592
33 H 3.217 -1.308 -6.754
34 H 4.116 -0.223 -7.814
35 H 4.664 -0.478 -6.146
36 H 2.058 0.897 -6.999
37 H 3.507 1.734 -6.442
38 H 1.859 1.564 -4.604
39 H 3.311 0.631 -4.203

Its SMILES is C[C@H](Cl)COC(=O)OCl.CCCC#N.CCCC#N. For the frontier orbital gap, the calculation gives 9.8 eV. The calculation puts the largest force on an atom at 0.1962 hartree/bohr. For the LUMO energy, the calculation gives -0.9 eV. As for the total charge: 0. The calculation puts the highest occupied orbital energy at -10.701 eV.